Entry 1:
This record from OMol25 describes 7 unconnected molecules or ions with the total composition C21H35F5NO14S in a non-equilibrium geometry. The level of theory is ωB97M-V/def2-TZVPD.

Properties
E_tot = -76913.504 eV
Maximum force = 0.130 hartree/bohr
Gap between HOMO and LUMO = 0.2237 Ha
HOMO level = -5.46 eV

The geometry in ORCA input format:
```
! RIJCOSX wB97M-V def2-TZVPD def2/J DEFGRID3
* xyz -1 1
S -0.32 -2.44 -3.06
C 1.16 0.89 -0.79
H 0.25 -1.50 3.88
H 1.92 3.56 1.29
C 2.03 4.51 -0.83
H -0.23 -6.81 -3.91
C 2.21 -1.21 2.00
H 0.49 8.52 1.90
H -2.64 -6.26 3.64
H -3.29 -6.51 5.00
C 1.00 -1.79 -0.47
H -1.60 6.99 3.83
H 5.73 6.01 -2.49
C -3.14 -1.65 -2.93
O 5.72 6.30 -1.57
C 1.59 3.34 0.21
H 2.46 4.07 -1.81
H -1.21 -7.76 -1.36
O -1.24 -6.15 2.45
H 0.16 -5.87 -5.04
H -1.96 -1.64 2.82
H 6.65 6.23 -1.30
C -0.49 -4.19 1.01
H -6.98 1.00 -1.49
O -6.67 1.49 -2.26
O 0.61 -3.50 3.21
F -1.54 -0.40 -4.38
H 0.88 8.73 0.11
F -3.97 -0.50 -2.71
C 1.21 -2.08 1.08
C 0.46 -3.25 1.82
C -1.73 -2.48 3.59
C -0.66 -3.87 -0.51
H 2.84 -0.56 -0.51
H 4.07 5.56 -0.81
O -1.98 -5.61 -1.97
H 1.06 5.08 -1.12
C 2.41 6.95 -0.02
H 2.00 7.27 -1.05
C 1.82 -0.56 -1.06
C 2.28 1.92 -0.19
H -0.11 -2.92 5.10
C -1.68 -5.01 -0.91
H -6.03 0.89 -2.67
H 2.07 -0.63 -2.18
C -0.18 -2.55 4.00
O 0.21 -6.79 -4.77
O 1.26 6.75 0.88
O -1.16 7.82 3.57
H 3.13 7.74 0.39
H -1.06 -8.56 -0.07
F -3.26 -2.44 -1.75
H 0.20 0.87 -0.17
H 3.10 2.09 -0.99
H -1.31 8.41 4.32
O -0.93 -3.61 -3.79
O -3.41 -6.01 4.18
H 0.89 1.33 -1.82
N -2.38 -5.48 0.33
C 0.47 7.97 0.88
O 1.89 -0.13 2.60
H -3.24 -4.95 0.49
H -2.42 -2.25 4.50
C 0.03 -2.72 -1.28
H 0.44 3.20 0.24
F -1.43 -0.15 -2.07
O -0.62 -8.39 -0.91
C 3.12 5.51 -0.17
H 2.71 1.40 0.75
C -1.39 -5.44 1.43
H 3.34 5.14 0.90
F -3.64 -2.30 -4.09
O 3.49 -1.75 2.18
H -2.12 -3.49 3.17
C -1.63 -1.07 -3.13
H -0.61 7.75 0.54
O 0.90 -2.02 -3.87
*
```

=====

Entry 2:
This record from OMol25 describes a molecular structure, C21H35GeN3O4Se4SiTe2W in a non-equilibrium geometry. The level of theory is ωB97M-V/def2-TZVPD.

Properties
E_tot = -377196.669 eV
Maximum force = 0.031 hartree/bohr
Expectation value of S² = 2.29
Gap between HOMO and LUMO (alpha / beta) = 0.2011 / 0.2064 Ha
ΔE to the lowest compared entry with this formula, charge and spin = 56.37 kJ/mol
HOMO level (alpha / beta) = -7.37 / -7.79 eV

The geometry in ORCA input format:
```
! RIJCOSX wB97M-V def2-TZVPD def2/J DEFGRID3
* xyz 0 3
C -2.90 4.57 -2.91
C 4.04 -0.57 1.58
O 0.10 1.89 4.79
H -3.83 4.09 -2.60
Te -3.53 1.19 -2.15
Se -3.71 1.56 1.27
Se -3.58 -1.10 -0.24
C -0.34 5.99 -1.90
H -2.82 1.86 5.44
H -4.10 -2.17 -3.05
H 3.91 1.52 1.06
H -2.30 5.81 0.84
H -2.51 -2.83 5.22
C 1.93 0.67 0.82
O -0.70 1.08 1.97
C 1.70 -1.89 -1.16
H -2.34 3.88 -3.55
C -1.45 0.09 4.67
N -1.72 -1.90 3.62
H 3.62 -5.48 -1.64
H 3.71 -1.72 -1.94
C 2.75 -2.15 -2.24
C -1.78 -3.26 -0.85
H 4.38 -4.03 -0.99
H -1.39 -3.10 0.15
H -3.80 5.30 0.05
H 3.71 -0.44 2.62
H 2.72 -4.45 -0.54
Ge 1.30 0.02 -0.92
C -3.28 -2.74 -2.63
Se -0.92 3.14 -0.45
H 5.90 -0.77 0.49
C 3.47 0.57 0.73
H -0.10 5.83 -2.96
C -2.86 5.85 -0.10
H -0.48 7.06 -1.73
C 2.93 -3.64 -2.55
H 3.82 0.44 -0.30
H -3.02 -3.97 -4.37
H 2.02 -2.28 -0.19
H 3.61 -1.52 1.24
H 3.63 -3.74 -3.39
H -3.10 6.89 -0.32
W -1.79 0.81 0.05
C -1.28 -0.66 3.49
H 1.56 0.03 1.62
Si -1.86 5.01 -1.42
H 2.07 0.89 -1.94
C -2.81 -2.48 -1.35
H 2.46 -1.63 -3.16
H 1.58 1.68 1.00
O -1.95 2.26 5.56
C -0.91 -0.15 2.16
H 6.01 0.29 1.89
C 3.44 -4.44 -1.37
H 0.52 5.66 -1.31
H -2.29 -0.70 6.59
H -0.45 -4.88 -1.30
H 0.76 -2.39 -1.40
N -1.68 -4.50 -2.90
C 5.56 -0.63 1.52
C -2.68 -3.75 -3.36
C -1.26 -4.26 -1.66
Te -5.51 0.47 -3.60
N -2.14 -1.97 4.88
O -0.91 -0.91 1.13
H 5.95 -1.46 2.12
Se -0.86 0.06 -2.26
H -3.16 5.46 -3.50
H 1.97 -4.04 -2.89
C -1.01 1.48 4.98
C -2.01 -0.80 5.55
*
```

=====

Entry 3:
This record from OMol25 describes a single C21H35N3O3S molecule in a non-equilibrium geometry. The level of theory is ωB97M-V/def2-TZVPD.

Properties
E_tot = -43793.933 eV
Maximum force = 0.021 hartree/bohr
Gap between HOMO and LUMO = 0.3144 Ha
ΔE to the lowest compared entry with this formula, charge and spin = 22.19 kJ/mol
SMILES = CCCS(=O)(=O)N1CCC(C(=O)NCCCN(CC)c2cccc(C)c2)CC1
HOMO level = -7.82 eV

The geometry in ORCA input format:
```
! RIJCOSX wB97M-V def2-TZVPD def2/J DEFGRID3
* xyz 0 1
H -0.75 5.64 -2.76
O 0.69 -2.09 -2.24
H -4.34 -0.20 1.13
H 0.62 -0.08 -3.42
H -1.68 0.29 2.98
H -2.60 -0.03 0.88
C -0.80 -0.30 3.13
C 1.20 6.08 -3.56
H 0.51 -3.41 2.81
S 0.45 3.22 -2.14
H 0.48 -4.45 0.50
H -1.96 -4.72 -0.09
H -3.48 -1.36 0.12
H 2.83 -2.90 4.76
H 2.69 1.20 -1.59
C 1.51 -0.37 3.82
H 1.58 1.39 -3.73
H 2.82 -0.37 -2.42
C 1.46 -0.34 -0.73
O -0.42 3.76 -1.13
C -3.41 -0.75 1.02
C -0.05 3.90 -3.75
C 1.56 -1.72 3.52
H -2.86 -4.07 1.92
C 0.38 0.59 -0.16
H 1.76 5.66 -2.73
H -0.71 5.80 -4.53
O 1.87 3.40 -1.96
N 0.54 -2.44 -0.02
H 1.09 7.15 -3.41
H 2.38 0.14 4.21
C 1.09 0.79 -2.96
C -0.07 -3.74 -0.12
C -3.17 -1.62 2.25
H -2.06 -2.97 -0.29
H -3.26 -1.00 3.15
C -0.61 0.96 -1.26
H -0.13 0.12 0.68
H -3.96 -2.38 2.30
H 2.88 -3.35 3.05
C -1.55 -3.76 0.25
C 0.86 -1.70 -1.10
N -1.89 -2.30 2.28
C 0.32 0.32 3.63
C 0.43 -2.35 3.01
C 2.13 0.33 -1.93
H 0.03 -4.04 -1.17
H 1.77 5.91 -4.47
C -1.87 -3.64 1.76
C 2.81 -2.51 3.74
C -0.17 5.41 -3.66
H -1.00 3.43 -3.96
C -0.78 -1.67 2.80
H 3.69 -1.88 3.61
H 0.68 -2.07 0.91
H 0.27 1.38 3.87
H -1.35 1.67 -0.88
H -1.16 -4.26 2.32
H -1.12 0.07 -1.64
H 0.70 3.60 -4.48
N 0.05 1.60 -2.37
H 0.86 1.51 0.20
H 2.22 -0.52 0.05
*
```

=====

Entry 4:
This record from OMol25 describes 9 unconnected molecules or ions with the total composition C21H35N7O3S in a non-equilibrium geometry. The level of theory is ωB97M-V/def2-TZVPD.

Properties
E_tot = -49750.749 eV
Maximum force = 0.033 hartree/bohr
Gap between HOMO and LUMO = 0.3450 Ha
SMILES = O=S1(=O)CCCC1.CC(C)=O.CC#N.CC#N.CC#N.CC#N.CC#N.CC#N.CC#N
HOMO level = -9.42 eV

The geometry in ORCA input format:
```
! RIJCOSX wB97M-V def2-TZVPD def2/J DEFGRID3
* xyz 0 1
H 4.12 -0.72 0.31
H -3.89 5.47 0.09
N -1.59 4.78 4.33
C 4.10 -0.76 -1.87
H -4.71 3.95 -2.91
C -5.00 3.87 -0.77
H 5.95 0.26 -1.58
C -4.20 4.45 0.36
H 1.37 -6.32 0.68
C 1.73 -4.34 1.20
C -0.24 0.70 0.61
H -0.64 -0.80 -3.46
H 0.12 4.06 1.82
C 5.53 -2.20 -0.39
C -1.59 -0.74 -4.00
H 5.71 -0.12 -3.30
H -0.87 -4.50 -0.28
C 4.21 -1.46 -0.49
H -0.21 -0.36 -1.18
H -3.31 3.88 0.57
H -4.36 2.40 -2.13
C 0.49 4.31 2.81
C 5.49 -0.44 -2.29
N 0.64 -3.40 -2.81
H 2.99 -5.75 0.28
H -1.51 -1.21 -4.98
H 1.14 5.18 2.76
H 5.50 -3.24 -0.08
N 0.36 2.38 6.19
O 5.89 -2.98 -2.90
H 6.23 -1.67 0.27
O 7.74 -1.77 -1.81
H 3.62 -1.45 -2.57
H 1.00 3.45 3.25
C -4.25 -0.07 1.21
C -3.51 -0.31 -0.02
H -2.36 -1.19 -3.37
H -2.48 2.24 4.86
H -5.21 -0.58 1.18
C -0.68 4.61 3.65
H -2.13 0.63 5.48
C -1.94 0.68 -4.10
C -1.71 1.47 4.91
N -0.79 1.40 1.31
H 3.34 -2.12 -0.36
H 3.47 0.13 -1.83
C 2.20 -5.70 1.02
C -0.56 1.98 5.64
C -4.26 3.49 -2.03
S 6.34 -1.98 -1.98
O -6.19 3.71 -0.67
H -2.13 -3.87 -1.38
H 0.45 -1.21 0.21
C 0.40 -0.24 -0.29
H -3.65 -0.41 2.05
N -2.23 1.79 -4.14
H -3.19 3.68 -2.01
H 1.41 0.04 -0.56
N -2.92 -0.44 -0.99
H -1.42 1.14 3.92
H -1.23 -2.76 -0.37
H -4.38 1.01 1.32
N 1.36 -3.27 1.34
H -4.84 4.55 1.25
C -0.16 -3.52 -2.00
C -1.15 -3.69 -0.94
H 2.58 -6.09 1.96
*
```